No. 1
{
  "formula": "C16H17NO",
  "method": "ωB97M-V/def2-TZVPD",
  "smiles": "Cc1c[nH]c2ccccc12.Cc1ccc(O)cc1",
  "e_homo_ev": -7.988,
  "total_charge": 0,
  "de_lowest_kj_mol": 87.0,
  "e_lumo_ev": 0.72,
  "homo_lumo_gap_ev": 8.70,
  "largest_force_ha_per_bohr": 0.045,
  "elements": ["C", "C", "C", "N", "C", "C", "C", "C", "C", "C", "H", "H", "H", "H", "H", "H", "H", "H", "H", "C", "C", "C", "C", "C", "O", "C", "C", "H", "H", "H", "H", "H", "H", "H", "H"],
  "coordinates": [[0.831, -0.414, 4.010], [0.563, 0.551, 2.892], [-0.258, 1.628, 2.844], [-0.010, 2.402, 1.708], [0.837, 1.640, 0.882], [1.214, 1.879, -0.433], [2.086, 0.962, -1.002], [2.595, -0.095, -0.246], [2.201, -0.351, 1.053], [1.250, 0.517, 1.620], [1.310, -1.329, 3.672], [-0.078, -0.676, 4.560], [1.442, 0.105, 4.737], [-1.074, 1.792, 3.520], [-0.839, 2.750, 1.234], [0.850, 2.766, -0.936], [2.253, 0.995, -2.061], [3.173, -0.865, -0.742], [2.425, -1.213, 1.662], [-0.476, -2.634, 0.515], [-0.932, -1.810, -0.693], [-2.116, -1.112, -0.593], [-2.541, -0.284, -1.632], [-1.774, -0.235, -2.776], [-2.264, 0.469, -3.854], [-0.545, -0.875, -2.850], [-0.093, -1.663, -1.800], [-1.357, -2.743, 1.158], [0.068, -1.847, 1.037], [0.011, -3.583, 0.333], [-2.653, -1.015, 0.343], [-3.415, 0.343, -1.649], [-1.553, 0.936, -4.306], [0.134, -0.604, -3.645], [0.879, -2.109, -1.705]]
}

No. 2
{
  "formula": "C39H116N6O16",
  "method": "ωB97M-V/def2-TZVPD",
  "e_homo_ev": -8.988,
  "total_charge": 0,
  "e_lumo_ev": 0.20,
  "homo_lumo_gap_ev": 9.19,
  "largest_force_ha_per_bohr": 0.057,
  "elements": ["C", "O", "H", "H", "H", "H", "C", "O", "H", "H", "H", "H", "C", "O", "H", "H", "H", "H", "C", "O", "H", "H", "H", "H", "C", "O", "H", "H", "H", "H", "C", "C", "O", "H", "H", "H", "H", "H", "H", "C", "C", "O", "H", "H", "H", "H", "H", "H", "C", "C", "O", "H", "H", "H", "H", "H", "H", "C", "C", "O", "H", "H", "H", "H", "H", "H", "C", "C", "O", "H", "H", "H", "H", "H", "H", "C", "C", "C", "O", "C", "N", "H", "H", "H", "H", "H", "H", "H", "H", "H", "H", "H", "C", "C", "C", "O", "C", "N", "H", "H", "H", "H", "H", "H", "H", "H", "H", "H", "H", "C", "C", "C", "O", "C", "N", "H", "H", "H", "H", "H", "H", "H", "H", "H", "H", "H", "C", "C", "C", "O", "C", "N", "H", "H", "H", "H", "H", "H", "H", "H", "H", "H", "H", "C", "C", "C", "O", "C", "N", "H", "H", "H", "H", "H", "H", "H", "H", "H", "H", "H", "C", "C", "C", "O", "C", "N", "H", "H", "H", "H", "H", "H", "H", "H", "H", "H", "H"],
  "coordinates": [[-20.892, 0.726, 13.659], [-21.104, 1.746, 12.703], [-20.791, 1.120, 14.670], [-21.771, 0.084, 13.606], [-20.101, 0.011, 13.434], [-20.403, 2.379, 12.877], [-21.535, -4.640, 4.570], [-21.137, -5.951, 4.745], [-21.471, -4.146, 5.540], [-20.851, -4.177, 3.859], [-22.573, -4.562, 4.246], [-21.744, -6.378, 5.354], [-20.387, -1.499, 10.648], [-20.832, -2.791, 10.777], [-19.481, -1.389, 10.052], [-21.233, -0.884, 10.343], [-20.092, -1.110, 11.622], [-21.435, -2.986, 10.057], [-16.109, 4.081, 10.399], [-16.030, 5.511, 10.441], [-15.909, 3.654, 11.381], [-17.045, 3.686, 10.004], [-15.359, 3.700, 9.705], [-15.539, 5.754, 11.230], [-18.936, -4.775, 7.430], [-18.869, -5.924, 6.626], [-19.345, -5.038, 8.406], [-18.034, -4.172, 7.535], [-19.582, -4.094, 6.875], [-19.501, -5.887, 5.904], [-17.254, -2.185, 3.681], [-16.493, -3.343, 3.038], [-16.454, -3.217, 1.643], [-17.207, -2.299, 4.764], [-18.273, -2.183, 3.293], [-16.765, -1.229, 3.494], [-17.095, -4.233, 3.220], [-15.519, -3.482, 3.508], [-15.833, -2.529, 1.392], [-16.420, 2.203, 5.471], [-15.244, 2.739, 6.253], [-14.245, 2.870, 5.276], [-16.623, 2.676, 4.510], [-17.348, 2.364, 6.019], [-16.369, 1.122, 5.341], [-14.901, 1.984, 6.961], [-15.489, 3.680, 6.744], [-13.483, 3.141, 5.794], [-20.819, 5.311, 12.269], [-19.347, 4.946, 12.326], [-19.430, 3.849, 13.263], [-21.191, 5.798, 13.171], [-21.464, 4.449, 12.095], [-21.008, 6.044, 11.485], [-18.826, 5.794, 12.769], [-18.867, 4.868, 11.350], [-19.622, 4.202, 14.135], [-24.297, -3.244, 7.384], [-23.791, -3.044, 8.812], [-22.406, -3.009, 8.710], [-24.000, -2.430, 6.724], [-25.386, -3.295, 7.393], [-23.876, -4.117, 6.885], [-24.078, -3.841, 9.498], [-24.287, -2.132, 9.144], [-22.215, -2.248, 8.157], [-16.139, -1.171, 7.810], [-14.652, -1.106, 8.193], [-13.966, -2.272, 8.021], [-16.579, -0.173, 7.801], [-16.803, -1.709, 8.487], [-16.276, -1.584, 6.811], [-14.525, -0.849, 9.245], [-14.175, -0.287, 7.655], [-13.077, -2.099, 8.339], [-22.236, 4.421, 7.446], [-23.384, 5.426, 6.910], [-24.043, 5.070, 5.566], [-22.997, 5.044, 4.571], [-23.497, 4.874, 3.253], [-24.387, 5.666, 7.990], [-22.696, 3.440, 7.567], [-21.890, 4.674, 8.448], [-21.350, 4.354, 6.815], [-22.936, 6.400, 6.714], [-24.819, 5.779, 5.279], [-24.551, 4.109, 5.644], [-24.078, 5.767, 3.020], [-24.205, 4.056, 3.117], [-22.702, 4.777, 2.514], [-24.678, 4.783, 8.385], [-23.830, 6.118, 8.701], [-20.034, -1.134, 5.799], [-20.565, -0.663, 7.178], [-20.016, 0.740, 7.510], [-20.256, 0.984, 8.906], [-19.680, 2.200, 9.352], [-21.972, -0.649, 7.308], [-18.969, -1.359, 5.842], [-20.178, -0.377, 5.028], [-20.640, -1.986, 5.489], [-20.227, -1.434, 7.871], [-20.472, 1.580, 6.987], [-18.949, 0.789, 7.293], [-18.593, 2.130, 9.311], [-19.987, 2.391, 10.380], [-20.092, 3.033, 8.782], [-22.083, -0.105, 8.152], [-22.320, -0.010, 6.607], [-23.467, 1.428, 10.182], [-23.782, 2.832, 10.603], [-25.206, 3.271, 10.239], [-25.323, 3.145, 8.796], [-26.648, 3.350, 8.242], [-23.607, 2.998, 12.038], [-22.424, 1.207, 10.409], [-23.642, 1.376, 9.107], [-24.136, 0.684, 10.615], [-23.110, 3.500, 10.064], [-25.390, 4.318, 10.483], [-25.879, 2.647, 10.828], [-27.005, 4.362, 8.431], [-27.363, 2.603, 8.588], [-26.612, 3.280, 7.155], [-22.690, 2.615, 12.216], [-24.180, 2.339, 12.546], [-22.817, 1.676, 1.046], [-21.303, 1.791, 1.170], [-20.815, 0.965, 2.411], [-21.043, 1.540, 3.693], [-20.324, 2.773, 3.941], [-20.664, 1.315, -0.040], [-23.133, 2.160, 0.121], [-23.391, 2.107, 1.867], [-23.085, 0.623, 0.964], [-20.989, 2.834, 1.199], [-19.757, 0.775, 2.232], [-21.374, 0.030, 2.428], [-20.671, 3.624, 3.356], [-19.295, 2.696, 3.590], [-20.222, 2.928, 5.015], [-21.218, 0.542, -0.380], [-20.928, 1.964, -0.768], [-14.466, -2.526, 11.882], [-14.409, -1.059, 12.437], [-15.748, -0.447, 12.897], [-16.615, -0.256, 11.806], [-17.465, 0.918, 12.028], [-13.418, -1.055, 13.520], [-13.532, -2.801, 11.391], [-15.221, -2.605, 11.100], [-14.850, -3.265, 12.586], [-13.980, -0.432, 11.655], [-15.559, 0.455, 13.479], [-16.184, -1.147, 13.610], [-18.076, 0.769, 12.918], [-18.162, 1.110, 11.212], [-16.954, 1.856, 12.243], [-12.497, -1.016, 13.107], [-13.488, -0.184, 14.027], [-24.374, -0.189, 4.318], [-24.682, 0.932, 5.380], [-25.563, 0.342, 6.531], [-26.760, -0.319, 6.116], [-27.790, 0.543, 5.656], [-23.397, 1.475, 5.814], [-23.612, 0.034, 3.571], [-25.249, -0.479, 3.736], [-23.952, -1.013, 4.894], [-25.345, 1.661, 4.915], [-25.794, 1.158, 7.216], [-24.888, -0.333, 7.058], [-28.648, -0.124, 5.568], [-27.584, 0.924, 4.656], [-28.022, 1.333, 6.370], [-22.866, 1.682, 4.980], [-23.516, 2.373, 6.259]]
}

No. 3
{
  "formula": "C17H23ClO16S",
  "method": "ωB97M-V/def2-TZVPD",
  "smiles": "O=C1C[C@@](Cl)(C[SH](=O)=O)CO1.O=C1OCCO1.O=C1OCCO1.O=C1OCCO1.O=C1OCCO1",
  "e_homo_ev": -10.714,
  "total_charge": 0,
  "e_lumo_ev": 0.08,
  "homo_lumo_gap_ev": 10.79,
  "largest_force_ha_per_bohr": 0.033,
  "elements": ["O", "C", "C", "C", "Cl", "C", "S", "O", "O", "C", "O", "H", "H", "H", "H", "H", "H", "H", "O", "C", "O", "C", "C", "O", "H", "H", "H", "H", "O", "C", "O", "C", "C", "O", "H", "H", "H", "H", "O", "C", "O", "C", "C", "O", "H", "H", "H", "H", "O", "C", "O", "C", "C", "O", "H", "H", "H", "H"],
  "coordinates": [[-1.691, -2.676, 3.734], [-2.129, -1.813, 3.032], [-2.478, -1.922, 1.567], [-3.640, -0.896, 1.420], [-3.606, -0.188, -0.208], [-4.937, -1.674, 1.650], [-6.376, -0.690, 2.067], [-7.403, -0.955, 1.099], [-6.669, -0.904, 3.460], [-3.209, 0.116, 2.498], [-2.411, -0.574, 3.467], [-2.792, -2.942, 1.354], [-1.663, -1.587, 0.924], [-5.208, -2.177, 0.720], [-4.838, -2.420, 2.441], [-5.942, 0.587, 1.915], [-3.979, 0.724, 2.974], [-2.547, 0.831, 1.996], [-1.170, 1.377, 0.241], [-0.057, 0.986, 0.075], [0.646, 0.289, 0.999], [1.833, -0.215, 0.372], [2.011, 0.746, -0.787], [0.662, 1.157, -1.049], [2.663, -0.210, 1.073], [1.647, -1.239, 0.043], [2.598, 1.624, -0.519], [2.442, 0.282, -1.670], [-4.255, -8.846, 4.121], [-3.765, -7.783, 4.317], [-3.498, -7.268, 5.541], [-2.707, -6.086, 5.373], [-3.058, -5.665, 3.961], [-3.392, -6.913, 3.346], [-2.966, -5.345, 6.123], [-1.654, -6.350, 5.478], [-3.933, -5.012, 3.930], [-2.235, -5.186, 3.440], [3.748, 4.528, 0.401], [3.444, 4.765, -0.723], [3.867, 5.834, -1.432], [3.484, 5.646, -2.802], [2.315, 4.693, -2.684], [2.628, 3.989, -1.472], [3.224, 6.598, -3.256], [4.322, 5.207, -3.343], [1.363, 5.210, -2.550], [2.238, 4.007, -3.519], [3.420, 3.730, -5.488], [4.524, 3.331, -5.681], [5.248, 2.624, -4.784], [6.422, 2.130, -5.441], [6.579, 3.111, -6.587], [5.226, 3.527, -6.815], [7.264, 2.124, -4.756], [6.228, 1.113, -5.785], [7.171, 3.985, -6.312], [6.993, 2.667, -7.488]]
}

No. 4
{
  "formula": "C8H23AsN3OPdS5",
  "method": "ωB97M-V/def2-TZVPD",
  "e_homo_ev": [-11.059, -10.983],
  "total_charge": 1,
  "de_lowest_kj_mol": 0.0,
  "e_lumo_ev": [-3.54, -4.96],
  "homo_lumo_gap_ev": [7.52, 6.03],
  "largest_force_ha_per_bohr": 0.014,
  "multiplicity": 5,
  "s_squared": 6.028,
  "elements": ["Pd", "N", "C", "C", "N", "C", "C", "N", "H", "H", "H", "H", "H", "H", "H", "H", "H", "H", "H", "H", "H", "S", "As", "S", "S", "S", "C", "C", "S", "O", "C", "C", "H", "H", "H", "H", "H", "H", "H", "H", "H", "H"],
  "coordinates": [[-0.285, 0.871, 0.375], [0.869, 2.672, -0.341], [-0.006, 3.831, -0.054], [-1.425, 3.530, -0.515], [-1.919, 2.335, 0.183], [-3.100, 1.668, -0.375], [-3.288, 0.333, 0.324], [-2.094, -0.511, 0.119], [1.783, 2.784, 0.087], [1.040, 2.588, -1.340], [0.356, 4.743, -0.531], [0.006, 3.990, 1.026], [-1.436, 3.323, -1.588], [-2.071, 4.393, -0.337], [-2.084, 2.550, 1.166], [-2.929, 1.515, -1.444], [-3.996, 2.284, -0.264], [-4.198, -0.152, -0.033], [-3.393, 0.497, 1.398], [-2.063, -0.872, -0.830], [-2.090, -1.314, 0.739], [2.440, -0.160, 2.834], [1.253, 1.476, 2.696], [-0.858, 0.859, 2.820], [3.515, 0.716, -0.747], [4.707, 2.074, -0.192], [-0.014, -2.956, 1.829], [1.051, -3.008, 0.743], [0.410, -2.287, -0.781], [0.862, -0.833, -0.800], [1.430, -3.134, -1.999], [2.924, -2.940, -1.813], [0.380, -3.372, 2.755], [-0.894, -3.534, 1.543], [-0.302, -1.925, 2.046], [1.372, -4.026, 0.523], [1.924, -2.405, 1.003], [1.084, -2.747, -2.958], [1.122, -4.180, -1.935], [3.166, -1.884, -1.714], [3.452, -3.326, -2.684], [3.297, -3.467, -0.936]]
}